1.
17
Properties=species:S:1:pos:R:3:forces:R:3:nbo_charge:R:1 method="wB97M-V/def2-TZVPD" e_homo_ev=-12.43 smiles="BrC1=[NH+]c2ccccc2SN1" gap_ev=8.170 total_charge=+1 relative_energy_kj_mol=0.0
Br 3.207776 1.703724 3.341764 -0.6 -0.2 -1.9 0.196
C 2.363298 1.335541 1.616256 -0.4 0.0 -0.3 0.474
N 1.218881 0.645755 1.670868 1.9 0.9 -0.2 -0.546
C 0.391338 0.257435 0.550084 1.2 0.4 0.2 0.089
C -0.784528 -0.370343 0.831614 0.9 0.7 -0.6 -0.193
C -1.620192 -0.805268 -0.125987 -0.1 -0.3 -2.5 -0.184
C -1.195940 -0.715354 -1.485493 -0.2 -0.6 -1.4 -0.154
C 0.060318 -0.138278 -1.805583 -0.4 1.0 1.1 -0.208
C 0.785645 0.453285 -0.762367 0.8 -0.1 0.1 -0.175
S 2.304935 1.373824 -1.170943 -0.7 -0.6 0.6 0.518
N 2.877836 1.726678 0.467677 -0.5 0.0 0.4 -0.684
H 1.212151 0.184907 2.554025 -1.2 -0.7 0.5 0.439
H -1.118145 -0.484218 1.790754 -0.4 -0.2 2.6 0.226
H -2.528663 -1.187386 0.310007 -0.5 -0.4 -1.0 0.249
H -1.763783 -1.107343 -2.405198 0.6 0.5 1.9 0.256
H 0.494228 0.049576 -2.798063 -0.8 -0.6 0.2 0.245
H 3.544960 2.476213 0.453121 0.4 0.2 0.2 0.452

2.
15
Properties=species:S:1:pos:R:3:forces:R:3:nbo_charge:R:1 method="wB97M-V/def2-TZVPD" e_homo_ev=-8.94 smiles=Cc1ccn(C)n1 gap_ev=9.977 relative_energy_kj_mol=44.3
C 2.219700 0.091622 1.216419 0.0 0.0 0.0 -0.638
C 0.927231 -0.134026 0.492045 0.1 0.0 0.1 0.136
C 0.270090 -1.370810 0.308792 0.0 0.0 0.0 -0.354
C -0.890811 -1.050960 -0.352969 0.0 0.1 0.0 -0.039
N -0.882882 0.288611 -0.532408 -0.1 -0.2 0.0 -0.167
C -1.899670 1.076342 -1.193641 0.0 0.0 0.0 -0.397
N 0.220562 0.865668 -0.028111 0.1 -0.2 0.1 -0.280
H 2.960671 -0.662878 0.930392 -0.1 0.1 0.0 0.217
H 2.072467 0.011295 2.300111 0.0 0.0 -0.2 0.219
H 2.628649 1.081731 1.001591 -0.1 -0.1 0.0 0.230
H 0.601662 -2.347511 0.631457 -0.1 0.1 -0.1 0.226
H -1.715017 -1.657851 -0.701714 0.1 0.1 0.0 0.214
H -2.803333 0.466901 -1.272087 0.1 0.1 0.0 0.207
H -1.581329 1.376518 -2.196195 0.0 0.0 0.1 0.206
H -2.116443 1.967613 -0.601714 0.1 -0.1 -0.1 0.220

3.
120
Properties=species:S:1:pos:R:3:forces:R:3:mulliken_charge:R:1 method="wB97M-V/def2-TZVPD" e_homo_ev=-10.87 gap_ev=8.480 total_charge=+1
C -6.405719 4.154720 1.872041 0.4 0.0 -0.4 -1.121
C -6.300085 3.692516 0.410656 0.3 0.4 0.4 -0.651
C -4.830936 3.724329 -0.094706 -0.6 -0.1 -0.3 -0.860
C -4.283149 2.382077 -0.638720 0.3 0.0 -0.1 0.397
C -3.843198 2.555027 -2.092029 0.0 -0.1 -0.1 -2.175
C -3.256128 1.707776 0.328329 -1.2 0.2 0.2 1.996
C -4.081815 1.133285 1.508221 0.4 -0.2 0.4 -1.548
B -3.259339 0.985423 2.868677 -0.1 0.2 0.0 0.776
O -2.621314 -0.174819 3.237052 -0.3 0.1 -0.2 -0.560
O -3.146065 2.095502 3.655239 0.1 -0.3 -0.1 -0.548
C -2.136398 2.606448 0.794634 0.7 0.1 -0.4 -2.018
O -1.434308 3.114018 -0.324198 -0.5 -0.1 0.0 -0.437
C -0.643413 2.108082 -0.970683 0.6 0.3 0.0 0.356
B 0.862778 2.239852 -0.419618 0.2 0.3 0.3 0.884
O 1.631128 1.108009 -0.133803 -0.4 -0.1 -0.3 -0.431
O 1.359542 3.490046 -0.292152 0.1 -0.3 -0.3 -0.447
C 2.786659 3.676802 -0.275806 0.0 0.3 0.1 -0.468
P -0.562334 2.588009 -2.828977 -0.4 -0.3 -0.3 0.002
C 1.227121 2.416490 -3.199953 0.0 0.2 -0.1 -0.731
O -0.676102 4.216083 -2.661997 0.2 0.1 0.1 -0.492
C -1.142218 0.653970 -0.739708 0.2 -0.1 -0.1 -0.394
C -0.789410 -0.336586 -1.861746 0.3 -0.3 0.4 0.026
F -1.780737 -0.284372 -2.838762 0.0 0.0 0.1 -0.444
C -0.593337 -1.789707 -1.434762 -0.4 0.1 -0.4 -0.996
C -1.826025 -2.463570 -0.832647 0.4 0.0 0.3 -1.144
N -2.603915 0.516775 -0.370369 0.2 -0.1 0.3 0.182
H -5.975073 5.156824 1.944006 -0.1 0.0 0.1 0.343
H -5.799454 3.519229 2.522359 -0.2 0.0 0.1 0.234
H -7.433545 4.189281 2.226004 0.0 -0.1 0.1 0.386
H -6.886131 4.396475 -0.182431 -0.1 -0.2 -0.1 0.377
H -6.728595 2.697339 0.283927 -0.1 0.0 0.0 0.347
H -4.797644 4.426782 -0.928784 0.2 0.0 0.1 0.556
H -4.211421 4.162749 0.684478 0.1 -0.1 0.0 0.154
H -5.125619 1.681743 -0.655520 0.0 -0.1 0.0 0.773
H -4.733552 2.726532 -2.700484 0.0 0.0 0.0 0.626
H -3.341536 1.686610 -2.527336 0.0 0.0 0.0 0.500
H -3.180243 3.407486 -2.219622 0.0 0.0 0.1 0.321
H -4.504990 0.162644 1.226580 -0.1 0.0 -0.2 0.321
H -4.936887 1.782174 1.693269 0.1 0.1 -0.1 -0.233
H -2.996488 -0.933005 2.770819 0.2 -0.3 0.1 0.271
H -2.649108 1.905274 4.459762 0.0 0.1 0.1 0.289
H -1.420849 2.076634 1.443540 -0.2 -0.1 0.1 0.563
H -2.521364 3.436934 1.379637 0.0 0.0 -0.1 0.742
H 1.683521 0.883758 0.798024 0.3 0.0 0.1 0.268
H 3.286912 2.985903 -0.953107 0.0 -0.1 0.1 0.417
H 3.173441 3.570914 0.735785 0.1 0.0 0.0 0.139
H 2.987991 4.688336 -0.624188 -0.1 0.0 0.1 0.002
H 1.306384 2.424852 -4.288375 0.1 0.0 0.0 0.492
H 1.784777 3.274014 -2.822176 0.0 -0.1 0.1 -0.049
H 1.665472 1.480704 -2.848997 0.1 0.0 0.0 0.340
H -1.144958 4.577595 -3.419477 -0.1 0.1 0.0 0.321
H -0.592356 0.279428 0.125097 -0.2 0.0 0.1 0.169
H 0.166554 -0.015862 -2.282552 -0.2 0.1 -0.2 0.138
H 0.260600 -1.828210 -0.755391 0.0 0.0 0.0 0.523
H -0.313113 -2.318331 -2.349129 0.1 0.0 0.1 0.456
H -1.896107 -2.263529 0.239452 -0.2 0.1 0.0 0.144
H -2.750380 -2.180932 -1.337546 0.0 0.0 0.0 0.272
H -1.741308 -3.548886 -0.903203 0.0 0.1 -0.1 0.568
H -3.177122 0.200256 -1.155960 0.2 0.3 -0.3 0.856
H -2.637192 -0.253723 0.297651 -0.1 -0.1 -0.1 0.178
C -2.376483 -6.341211 1.394476 -0.1 0.1 0.1 -0.733
C -3.544701 -6.324319 2.373100 0.2 0.0 -0.1 -0.586
C -4.729150 -5.492442 1.860986 0.1 -0.1 0.1 -0.608
C -4.329628 -4.105010 1.642688 -0.1 0.2 0.0 0.342
N -3.990412 -3.018269 1.490312 0.0 0.2 0.1 -0.439
H -1.976059 -5.335063 1.242633 0.0 0.0 0.0 0.126
H -1.567789 -6.962848 1.764692 0.0 -0.1 0.0 0.261
H -2.681697 -6.737597 0.424227 0.0 0.0 0.0 0.344
H -3.213368 -5.929212 3.335063 -0.1 0.0 0.0 0.308
H -3.892758 -7.341835 2.550780 -0.1 0.0 0.0 0.379
H -5.557208 -5.501146 2.570442 0.0 0.0 0.0 0.325
H -5.095625 -5.891590 0.913702 0.0 0.0 0.0 0.297
C 4.085049 8.229882 -1.526509 -0.1 0.0 0.0 -1.080
C 2.799251 8.248252 -2.346358 0.1 0.1 0.1 -0.607
C 2.448158 6.888587 -2.961007 0.0 0.1 0.0 0.325
C 3.485948 6.406204 -3.873079 0.0 -0.1 -0.1 0.253
N 4.302643 6.030779 -4.588060 -0.1 0.0 0.1 -0.476
H 4.952170 7.992731 -2.143672 0.0 0.0 0.0 0.348
H 4.258299 9.207216 -1.077501 0.0 0.0 0.0 0.355
H 4.032220 7.491606 -0.723413 0.0 0.0 0.0 0.208
H 2.883391 8.993038 -3.139421 0.0 0.0 0.0 0.334
H 1.965958 8.552959 -1.710672 0.0 0.0 0.0 0.333
H 1.512396 6.951940 -3.517554 0.0 0.0 0.0 0.290
H 2.316181 6.143188 -2.174706 -0.1 0.0 0.0 -0.321
C 1.845562 -4.818794 2.247254 0.0 0.0 0.0 -0.884
C 2.919336 -5.645895 1.549634 -0.1 0.1 0.1 -0.651
C 2.404211 -6.336314 0.281527 0.1 0.0 0.1 0.015
C 1.308566 -7.256802 0.584944 -0.1 -0.1 -0.1 0.312
N 0.441840 -7.965439 0.843770 0.1 0.0 -0.1 -0.554
H 1.017188 -5.444691 2.583233 0.0 0.0 0.0 0.306
H 2.255487 -4.318043 3.123995 0.0 0.0 0.0 0.361
H 1.444656 -4.053429 1.577769 0.0 0.0 0.0 0.066
H 3.307200 -6.396769 2.239488 0.0 0.0 0.0 0.324
H 3.755885 -5.002815 1.273652 0.0 0.0 -0.1 0.358
H 3.203553 -6.901487 -0.198520 0.0 0.0 -0.1 0.126
H 2.043508 -5.601501 -0.440243 0.0 0.0 -0.1 0.213
C 4.798248 -9.545493 -3.804839 0.0 0.0 0.0 -1.202
C 3.667317 -9.584122 -2.784137 0.1 0.0 -0.1 -0.320
C 2.452748 -8.748742 -3.207326 0.1 -0.1 0.0 -0.351
C 2.803368 -7.336230 -3.370665 -0.1 0.1 0.1 0.228
N 3.085976 -6.225959 -3.461364 0.0 -0.1 0.1 -0.500
H 5.184805 -8.533501 -3.932613 0.0 0.0 0.0 0.354
H 5.626124 -10.175766 -3.482373 0.0 0.0 0.0 0.348
H 4.461121 -9.905864 -4.778087 0.0 0.0 0.0 0.307
H 4.032683 -9.227251 -1.818830 0.0 0.0 0.0 0.208
H 3.339424 -10.614022 -2.638202 -0.1 0.0 0.0 0.338
H 1.660000 -8.816355 -2.460512 0.0 0.0 0.0 0.260
H 2.050693 -9.112326 -4.154234 0.0 0.0 0.0 0.352
C 5.601260 3.103863 4.543461 0.0 0.0 0.0 -1.128
C 4.852733 4.362765 4.964318 0.1 -0.1 0.0 -0.446
C 3.964147 4.927209 3.849311 0.2 0.1 0.2 -0.211
C 4.750393 5.295794 2.670638 -0.2 -0.1 -0.2 0.252
N 5.336996 5.552583 1.717241 0.0 0.0 0.1 -0.485
H 6.281282 3.304297 3.714693 0.0 0.0 0.0 0.355
H 6.195763 2.717408 5.370272 0.0 0.0 0.0 0.344
H 4.907869 2.318894 4.232923 0.0 0.0 0.0 0.269
H 5.566648 5.126394 5.275728 0.0 0.0 0.0 0.298
H 4.223221 4.144074 5.828276 0.0 0.1 0.0 0.310
H 3.432667 5.815067 4.193037 0.0 0.0 0.0 0.335
H 3.218831 4.189242 3.545306 0.0 0.0 0.0 0.155

4.
45
Properties=species:S:1:pos:R:3:forces:R:3:nbo_charge:R:1 method="wB97M-V/def2-TZVPD" e_homo_ev="-18.22 / -18.40" gap_ev="6.146 / 5.256" total_charge=+3 relative_energy_kj_mol=765.1 multiplicity=5
C 1.826138 2.309425 -3.148837 6.9 7.5 -0.9 -0.946
I 1.474189 1.568016 -4.934846 0.4 -1.1 -2.9 0.959
H 1.547647 3.417878 -3.568715 0.8 -1.3 1.2 0.332
H 2.896034 2.507157 -2.498471 -2.7 -1.3 -2.5 0.352
H 1.092729 2.241818 -2.486678 -2.9 1.1 2.7 0.240
Ru -0.831791 -0.637922 -0.047451 1.3 -0.2 -1.1 0.794
P 1.577428 -1.339428 -0.969311 3.6 0.2 -0.9 0.866
C 1.952550 -2.604736 0.256903 -0.4 -0.6 0.8 -0.969
C 2.399468 -1.958837 -2.508902 -0.2 -1.7 -1.4 -0.922
H 3.277893 -2.633349 -2.143008 -1.7 1.2 -0.8 0.281
H 4.132848 -1.046553 -0.571423 -2.5 1.6 -0.7 0.291
H 2.843276 -1.111502 -3.139870 -0.9 -1.3 1.0 0.241
H 3.302016 0.228959 -1.729605 0.3 0.2 0.8 0.221
H 1.029332 -3.218974 0.360599 0.9 -0.1 0.3 0.245
H 1.674590 -2.567674 -3.128814 1.1 0.5 0.4 0.262
C 3.192363 -0.308355 -0.780597 0.3 -2.1 0.4 -0.854
H 2.814831 -3.215336 -0.125924 -0.9 0.4 0.6 0.295
H 3.013019 0.245384 0.097561 0.5 1.4 0.9 0.225
H 2.214657 -2.096140 1.227773 -0.3 -0.7 -0.9 0.269
P -1.635382 1.386601 -0.664118 0.1 4.7 0.1 1.124
C -2.923032 1.792703 0.512917 -0.8 -0.6 0.9 -0.983
C -0.633960 3.025263 -0.529648 1.0 0.0 -0.1 -0.901
H -1.709507 2.553960 -2.919654 -0.5 -0.8 1.0 0.258
H -3.278554 2.648912 -1.980936 1.2 -0.9 -0.1 0.303
H -2.776957 1.084202 -2.760675 0.0 0.9 0.0 0.265
C -2.385563 1.980833 -2.220626 -1.2 -1.0 -1.7 -0.958
H -0.093880 3.223541 -1.541820 -0.8 -0.4 2.1 0.213
H -1.312580 3.943193 -0.375941 0.6 -1.7 -0.2 0.299
H -3.367363 2.798882 0.294155 0.4 -1.0 0.2 0.296
H -2.497247 1.779515 1.547327 -0.5 0.0 -0.7 0.267
H 0.056971 2.952826 0.356794 -0.4 0.4 -1.1 0.252
H -3.701118 1.002036 0.401302 0.2 0.7 0.4 0.269
Cl 0.635923 0.558932 -2.555741 -2.4 -4.1 1.5 -0.160
N -4.141444 -3.769305 3.217608 3.0 1.5 0.6 -0.120
C -3.110466 -3.226047 3.392584 -2.8 -1.9 -0.6 0.184
C -1.920759 -2.441879 3.478655 1.5 0.9 -1.2 -0.139
C -1.375689 -1.941114 4.700691 -0.4 -0.1 -2.4 -0.033
C -0.411903 -0.936009 4.504835 0.1 0.0 0.7 -0.214
C -0.140578 -0.401088 3.222052 0.7 1.6 0.3 0.057
N -0.572069 -0.880137 1.998914 -0.8 -1.9 4.3 -0.563
C -1.323473 -2.027495 2.218147 -1.2 0.3 -0.7 0.065
H -1.779304 -2.342777 5.638553 0.5 0.5 -0.2 0.296
H 0.071274 -0.526966 5.441146 -0.4 -0.1 -1.5 0.295
H 0.449938 0.544101 3.221661 -0.4 -0.9 -0.3 0.241
H -1.552495 -2.562510 1.241434 -0.4 0.2 1.4 0.205

Table of E_tot (Eh), in record order: -3351.7733, -304.8186, -2645.8685, -2153.8901